{
  "formula": "C21H27O5P",
  "method": "ωB97M-V/def2-TZVPD",
  "total_energy_ev": -41740.4284,
  "gap_ev": 4.03,
  "e_homo_ev": -6.79,
  "symbols": ["C", "C", "O", "P", "C", "C", "O", "O", "C", "C", "O", "O", "C", "C", "H", "H", "H", "H", "H", "H", "H", "H", "H", "H", "H", "H", "H", "H", "H", "H", "C", "C", "C", "C", "C", "C", "C", "C", "C", "C", "C", "C", "C", "H", "H", "H", "H", "H", "H", "H", "H", "H", "H", "H"],
  "coordinates": [[3.3344, -3.5327, -3.6769], [3.2612, -2.3885, -2.6942], [2.0035, -2.4439, -1.9805], [1.0826, -1.1448, -1.7937], [0.8529, -0.9366, -0.0684], [1.8436, -0.3495, 0.7421], [1.8205, -0.1595, 1.9592], [2.9178, 0.0597, -0.0513], [3.1740, 1.4827, 0.0557], [2.1371, 2.3316, -0.6251], [1.4587, 0.0404, -2.6088], [-0.3476, -1.7916, -2.1806], [-1.3443, -0.8896, -2.7009], [-2.5495, -1.6975, -3.1095], [4.3275, -3.5394, -4.1265], [3.1597, -4.4947, -3.1871], [2.5907, -3.3992, -4.4685], [4.0548, -2.4578, -1.9434], [3.3347, -1.4197, -3.2093], [0.0060, -1.3841, 0.4255], [3.2145, 1.7266, 1.1246], [4.1603, 1.6153, -0.3937], [2.5836, 3.2839, -0.9227], [1.7452, 1.8281, -1.5187], [1.3182, 2.5725, 0.0625], [-1.5925, -0.1447, -1.9285], [-0.9348, -0.3551, -3.5716], [-3.3821, -1.0111, -3.2652], [-2.3435, -2.2200, -4.0491], [-2.8066, -2.4276, -2.3378], [-0.9725, 1.6992, 1.4107], [-2.0604, 0.9816, 0.8356], [-2.9174, 1.6351, -0.0927], [-4.0472, 1.0015, -0.5837], [-4.3103, -0.3360, -0.2446], [-3.4236, -1.0332, 0.5835], [-2.3348, -0.3801, 1.1500], [-0.5495, 1.5913, 2.7547], [0.5557, 2.3703, 3.2196], [0.9947, 2.2789, 4.5303], [0.3485, 1.4239, 5.4417], [-0.7852, 0.7057, 5.0321], [-1.2488, 0.8087, 3.7290], [-0.5616, 2.5279, 0.8305], [-2.6924, 2.6735, -0.3534], [-4.7351, 1.5409, -1.2389], [-5.1998, -0.8382, -0.6281], [-3.5876, -2.0886, 0.8174], [-1.6864, -0.8997, 1.8575], [1.0476, 3.0413, 2.5089], [1.8542, 2.8654, 4.8557], [0.7136, 1.3234, 6.4629], [-1.3205, 0.0611, 5.7302], [-2.1618, 0.2926, 3.4335]],
  "atomic_forces_ev_per_a": [[-0.139, 0.034, -0.056], [-0.231, 0.279, 0.175], [0.250, 0.326, -0.382], [-0.265, 0.040, 0.573], [0.114, 0.536, 0.428], [-0.511, -0.044, -0.400], [0.263, 0.167, -0.053], [0.119, 0.800, 0.438], [0.500, -0.840, 0.487], [-0.377, 0.317, -0.351], [-0.173, -0.799, -0.053], [-0.112, 0.307, -0.618], [0.403, 0.052, 0.056], [0.083, -0.013, -0.105], [0.022, -0.080, -0.080], [0.033, 0.133, -0.026], [0.091, -0.076, 0.090], [-0.079, 0.049, -0.098], [0.030, -0.254, 0.191], [-0.041, -0.186, -0.122], [0.283, -0.004, -0.127], [-0.111, 0.020, 0.079], [0.003, 0.002, 0.012], [0.082, 0.158, 0.280], [0.045, -0.129, -0.200], [0.012, -0.155, -0.110], [-0.053, -0.060, 0.343], [-0.152, -0.104, -0.047], [-0.109, -0.040, 0.195], [-0.046, 0.102, -0.078], [0.018, 0.207, 0.470], [-0.958, -0.874, -0.680], [0.485, 0.014, 0.412], [-0.201, -0.292, 0.004], [0.284, 0.233, -0.017], [0.077, 0.134, 0.206], [-0.198, 0.445, 0.083], [0.170, 0.077, 0.667], [-0.136, -0.288, -0.389], [-0.065, -0.148, 0.257], [-0.033, 0.138, -0.726], [-0.125, 0.027, -0.292], [0.345, -0.069, -0.110], [-0.043, -0.273, 0.082], [-0.138, -0.359, -0.023], [0.265, -0.183, 0.201], [0.295, 0.167, 0.028], [-0.010, 0.398, -0.107], [-0.067, 0.036, -0.522], [-0.050, -0.311, 0.269], [-0.247, -0.178, -0.112], [-0.070, 0.090, -0.253], [0.179, 0.258, -0.129], [0.286, 0.211, 0.239]],
  "lowdin_charge": [-0.08, -0.27, -0.20, 0.50, -0.06, -0.59, 0.01, -0.09, -0.22, -0.07, -0.28, -0.23, -0.29, -0.08, 0.07, 0.08, 0.08, 0.12, 0.11, 0.06, 0.10, 0.12, 0.08, 0.06, 0.04, 0.10, 0.12, 0.07, 0.08, 0.07, 0.11, -0.21, -0.02, -0.07, -0.06, -0.06, -0.04, -0.19, 0.01, -0.05, -0.03, -0.05, 0.01, 0.12, 0.12, 0.11, 0.11, 0.12, 0.12, 0.12, 0.11, 0.11, 0.11, 0.11]
}